1.
Formula: C50H41F3N7S4SeV
Source: the OMol25 dataset
Level of theory: wB97M-V/def2-TZVPD

Calculated values
spin multiplicity: 3
orbital gap (spin up / spin down): 6.46 / 6.46 eV
strongest force on any atom: 2.10 eV/A
HOMO level (spin up / spin down): -11.2899 / -11.2953 eV
net charge: +2

CARTESIAN COORDINATES (ANGSTROEM)
V  0.887  -1.259  -0.477
F  3.993  -5.431  -0.374
C  4.329  -4.386  0.389
F  3.615  -4.446  1.522
F  5.626  -4.506  0.717
C  4.109  -3.082  -0.343
C  5.183  -2.288  -0.655
C  5.004  -1.092  -1.361
C  3.743  -0.715  -1.699
N  2.656  -1.472  -1.392
C  2.822  -2.668  -0.757
S  1.318  -3.513  -0.508
H  6.177  -2.600  -0.357
H  5.851  -0.476  -1.639
H  3.557  0.198  -2.245
N  1.629  0.083  0.661
S  1.594  1.545  0.522
N  0.195  2.231  0.989
S  -1.056  2.651  0.203
N  -1.858  1.680  -0.697
S  -1.958  0.072  -0.472
N  -0.735  -0.641  -0.902
C  -2.444  -0.103  1.225
C  -3.737  0.253  1.608
C  -4.044  0.259  2.958
C  -3.070  -0.075  3.896
C  -1.796  -0.453  3.489
C  -1.474  -0.478  2.142
C  -3.308  -0.262  -1.522
C  -4.378  0.630  -1.616
C  -5.415  0.318  -2.477
C  -5.373  -0.864  -3.215
C  -4.287  -1.726  -3.117
C  -3.233  -1.427  -2.268
C  -0.784  4.011  -0.874
C  -0.126  5.100  -0.310
C  0.130  6.197  -1.107
C  -0.272  6.197  -2.441
C  -0.937  5.102  -2.982
C  -1.203  3.988  -2.198
C  -2.069  3.323  1.457
C  -3.318  3.789  1.053
C  -4.136  4.362  2.006
C  -3.700  4.466  3.329
C  -2.448  3.994  3.704
C  -1.610  3.415  2.761
C  1.918  2.222  -1.099
C  1.160  1.723  -2.158
C  1.384  2.207  -3.435
C  2.352  3.180  -3.657
C  3.097  3.676  -2.595
C  2.888  3.200  -1.308
C  2.730  2.307  1.597
C  2.729  3.683  1.814
C  3.720  4.225  2.609
C  4.683  3.393  3.182
C  4.658  2.021  2.962
C  3.677  1.462  2.154
H  -4.499  0.489  0.875
H  -5.051  0.511  3.278
H  -3.313  -0.059  4.955
H  -1.053  -0.748  4.222
H  -0.503  -0.794  1.822
H  -4.387  1.556  -1.053
H  -6.252  0.997  -2.580
H  -6.197  -1.109  -3.879
H  -4.265  -2.637  -3.702
H  -2.366  -2.064  -2.175
H  0.152  5.097  0.742
H  0.636  7.060  -0.688
H  -0.075  7.065  -3.061
H  -1.256  5.115  -4.019
H  -1.718  3.121  -2.596
H  -3.632  3.716  0.014
H  -5.113  4.737  1.721
H  -4.344  4.929  4.069
H  -2.118  4.082  4.735
H  -0.627  3.038  3.025
H  0.401  0.977  -1.999
H  0.800  1.817  -4.263
H  2.534  3.544  -4.663
H  3.854  4.434  -2.766
H  3.494  3.577  -0.498
H  1.953  4.311  1.386
H  3.751  5.295  2.780
H  5.456  3.822  3.810
H  5.408  1.381  3.415
H  3.633  0.396  1.964
C  -0.494  -5.706  2.330
N  -0.708  -5.820  0.890
C  -1.428  -4.961  0.131
Se  -2.229  -3.382  0.661
N  -1.343  -5.440  -1.136
C  -0.536  -6.587  -1.203
C  -0.109  -7.373  -2.260
C  0.749  -8.419  -1.954
C  1.153  -8.666  -0.638
C  0.713  -7.872  0.412
C  -0.134  -6.827  0.091
H  -1.077  -4.872  2.698
H  0.564  -5.532  2.533
H  -0.811  -6.623  2.821
H  -1.795  -4.988  -1.903
H  -0.426  -7.178  -3.280
H  1.117  -9.055  -2.751
H  1.826  -9.492  -0.436
H  1.023  -8.064  1.433

***

2.
Formula: C15H76BNO34
Source: the OMol25 dataset
Level of theory: wB97M-V/def2-TZVPD

Calculated values
spin multiplicity: 1
orbital gap: 8.37 eV
strongest force on any atom: 14.08 eV/A
HOMO level: -9.4502 eV

CARTESIAN COORDINATES (ANGSTROEM)
C  -2.417  2.594  -0.474
C  -2.283  1.086  -0.186
C  -0.979  0.659  0.442
C  -0.854  -0.832  0.563
N  0.453  -1.440  0.964
C  0.410  -2.901  1.008
C  -0.176  -3.430  2.250
C  0.151  -2.212  3.273
C  0.857  -1.237  2.384
C  1.693  -0.941  0.167
C  1.664  -1.166  -1.379
C  2.470  -0.171  -2.225
H  -3.358  2.567  -0.988
H  -1.688  2.844  -1.238
H  -2.296  3.225  0.436
H  -2.292  0.540  -1.242
H  -3.084  0.870  0.539
H  -0.897  1.194  1.424
H  -0.308  1.104  -0.189
H  -1.079  -1.121  -0.358
H  -1.632  -1.117  1.326
H  1.433  -3.223  0.818
H  -0.177  -3.357  0.195
H  0.339  -4.474  2.579
H  -1.189  -3.580  2.442
H  0.606  -2.447  4.044
H  -0.785  -1.687  3.391
H  2.017  -1.374  2.635
H  0.651  -0.138  2.627
H  2.563  -1.313  0.625
H  1.594  0.062  0.198
H  0.738  -1.138  -1.822
H  2.081  -2.299  -1.366
H  3.457  -0.544  -1.938
H  2.416  0.779  -2.327
H  2.459  -0.482  -3.367
O  0.624  -1.266  7.847
C  0.547  -0.506  6.969
O  -0.469  0.183  6.700
B  0.016  1.141  5.666
O  1.384  0.723  5.343
C  1.597  -0.219  6.078
O  2.569  -1.041  5.943
O  -0.037  2.625  6.239
C  -0.461  3.353  5.338
O  -0.489  4.577  5.424
C  -0.790  2.544  4.257
O  -0.676  1.306  4.436
O  -1.125  3.096  3.159
O  4.183  -3.384  0.385
H  3.770  -4.109  -0.088
H  4.426  -3.760  1.221
O  -3.103  6.028  1.973
H  -3.909  5.597  1.705
H  -2.287  5.559  1.668
O  -4.124  -1.432  2.609
H  -4.972  -1.423  2.236
H  -4.044  -0.554  2.792
O  -3.302  -2.708  0.278
H  -3.699  -2.084  -0.266
H  -3.598  -2.603  1.235
O  -4.319  3.501  2.305
H  -4.662  3.156  1.500
H  -4.164  2.600  2.631
O  4.019  -2.877  -4.054
H  4.376  -2.611  -3.195
H  4.559  -3.661  -4.229
O  -0.969  -4.085  -2.469
H  -0.150  -4.457  -2.869
H  -1.589  -4.301  -3.108
O  2.254  0.846  -5.962
H  1.899  1.371  -6.725
H  2.496  0.092  -6.205
O  1.178  3.173  0.413
H  0.573  3.897  0.564
H  1.591  3.021  1.369
O  -4.373  -1.142  -1.897
H  -4.558  -0.321  -2.400
H  -3.626  -1.331  -2.349
O  5.136  -2.712  -1.976
H  4.471  -2.693  -1.210
H  5.763  -1.949  -1.785
O  -0.597  4.861  1.492
H  -0.750  4.020  1.932
H  -0.502  5.516  2.035
O  -0.098  -5.181  5.887
H  0.021  -4.955  6.901
H  -0.602  -4.422  5.695
O  -2.092  -1.863  -3.255
H  -1.580  -1.328  -3.994
H  -1.766  -2.518  -2.848
O  1.245  2.896  -4.152
H  0.301  2.643  -4.198
H  1.762  2.281  -4.779
O  -0.801  5.002  -3.103
H  -0.673  5.551  -3.884
H  -0.355  4.234  -2.982
O  2.880  -1.401  -6.388
H  3.415  -1.130  -7.109
H  3.376  -1.890  -5.646
O  3.041  -5.064  -0.715
H  2.577  -5.842  -1.028
H  3.860  -5.413  -0.965
O  1.543  -4.019  -2.906
H  2.336  -3.735  -3.473
H  1.920  -4.206  -1.982
O  -0.474  -0.495  -5.206
H  -0.706  -0.511  -6.081
H  0.304  0.051  -5.284
O  -6.093  2.911  0.143
H  -6.010  3.081  -0.822
H  -5.994  1.974  0.280
O  -5.718  4.120  -2.427
H  -5.036  3.876  -2.934
H  -6.288  3.634  -2.862
O  4.301  1.523  1.740
H  4.190  0.661  2.144
H  3.382  1.740  1.796
O  4.244  -0.695  3.696
H  3.562  -1.119  4.267
H  4.887  -1.389  4.052
O  2.752  3.304  -1.831
H  2.258  3.370  -1.043
H  2.056  2.941  -2.521
O  -3.254  3.795  -3.485
H  -2.785  2.885  -3.634
H  -2.534  4.248  -3.251

***

3.
Formula: C5H10O2
Source: the OMol25 dataset
Level of theory: wB97M-V/def2-TZVPD

Calculated values
SMILES: C=C(O)/C=C/C.O
spin multiplicity: 1
orbital gap: 9.33 eV
strongest force on any atom: 1.66 eV/A
HOMO level: -8.5485 eV

CARTESIAN COORDINATES (ANGSTROEM)
C  -1.311  -2.049  0.177
C  -0.765  -0.838  0.223
O  -1.548  0.285  0.503
C  0.670  -0.552  0.134
C  1.265  0.410  0.850
C  2.658  0.314  1.405
H  -2.341  -2.159  0.494
H  -0.939  -2.897  -0.381
H  -1.993  0.099  1.337
H  1.280  -1.172  -0.518
H  0.603  1.104  1.365
H  3.026  -0.700  1.548
H  2.700  0.777  2.370
H  3.352  0.828  0.759
O  -0.861  1.730  -2.782
H  -0.933  2.687  -2.768
H  -0.299  1.517  -2.024

***

- The lowest strongest force on any atom belongs to which entry?
  C5H10O2

***

- Look up the strongest force on any atom of the third one.
  1.66 eV/A